A molecular structure, C61H42IrN9O2. Source: the OMol25 dataset; level of theory: the ωB97M-V functional and the def2-TZVPD basis.

Structure (XYZ):
```
115
Properties=species:S:1:pos:R:3:lowdin_spin:R:1
Ir -0.3372 -0.6476 0.0155 0.80
C 3.2953 3.2694 -5.2475 0.00
C 3.5827 1.9545 -4.9217 0.00
C 2.9684 1.3568 -3.8386 0.00
C 2.0495 2.0662 -3.0632 0.00
C 1.7833 3.3995 -3.3865 0.00
C 2.4041 3.9928 -4.4688 0.00
C 1.3618 1.3947 -1.9565 0.00
C 2.1320 0.6426 -1.0398 0.00
C 3.5335 0.6482 -0.8491 0.00
C 3.8074 -0.2638 0.1520 0.00
C 2.5789 -0.8283 0.5543 0.00
N 1.5783 -0.2520 -0.1754 0.01
C 2.3688 -2.0070 1.3601 0.00
C 1.4151 -2.9336 0.8521 0.00
C 1.5132 -4.3562 0.7731 0.00
C 0.4005 -4.8048 0.1215 0.00
C -0.4125 -3.6659 -0.1541 0.01
C -1.7599 -3.6979 -0.5621 0.00
C -2.1863 -4.8902 -1.3075 0.00
C -1.4658 -5.1679 -2.4736 0.00
C -1.8188 -6.2253 -3.2888 0.00
C -2.8796 -7.0452 -2.9395 0.00
C -3.5748 -6.8003 -1.7668 0.00
C -3.2405 -5.7273 -0.9584 0.00
C -2.6379 -2.6318 -0.2757 0.01
N -2.1909 -1.3871 0.1229 0.01
C -3.2585 -0.6525 0.4704 0.00
C -3.1179 0.7456 0.8753 0.01
C -3.1052 1.2034 2.1980 0.00
C -3.0796 0.2912 3.2844 0.00
C -2.9690 0.7356 4.5785 0.00
C -2.8933 2.0966 4.8565 0.00
C -2.9823 3.0137 3.8140 0.00
C -3.0931 2.5854 2.5147 0.00
C -1.9646 2.0802 -0.8771 0.00
C -2.0337 2.4768 -2.3179 0.00
C -0.8266 2.2334 -2.8456 0.00
C -0.0312 1.5472 -1.8468 0.01
N -0.8170 1.2134 -0.7860 0.03
C -4.4384 -1.4030 0.3017 0.00
C -4.0518 -2.6335 -0.1900 0.00
N 0.2593 -2.5504 0.2581 0.02
C 3.1268 -2.2905 2.5468 0.00
C 2.8894 -3.4515 3.3109 0.00
C 3.6567 -3.7466 4.4164 0.00
C 4.6309 -2.8636 4.8582 0.00
C 4.7876 -1.6533 4.1999 0.00
C 4.0541 -1.3702 3.0690 0.00
H 3.7709 3.7335 -6.0974 0.00
H 4.2723 1.3847 -5.5254 0.00
H 3.1721 0.3238 -3.6003 0.00
H 1.1121 3.9727 -2.7618 0.00
H 2.1837 5.0204 -4.7131 0.00
H 4.2401 1.2660 -1.3679 0.00
H 4.7807 -0.5502 0.4962 0.00
H 2.3588 -4.9410 1.0755 0.00
H 0.1453 -5.8204 -0.1079 0.00
H -0.6384 -4.5291 -2.7460 0.00
H -1.2650 -6.4157 -4.1959 0.00
H -3.1527 -7.8781 -3.5703 0.00
H -4.3869 -7.4504 -1.4794 0.00
H -3.7793 -5.5670 -0.0374 0.00
H -3.1463 -0.7613 3.0639 0.00
H -2.9492 0.0294 5.3960 0.00
H -2.7729 2.4401 5.8716 0.00
H -2.9728 4.0726 4.0239 0.00
H -3.1838 3.3154 1.7250 0.00
H -2.8627 2.9656 -2.7872 0.00
H -0.4977 2.4675 -3.8395 0.00
H -5.4293 -1.0511 0.5089 0.00
H -4.6927 -3.4538 -0.4414 0.00
H 2.0929 -4.1252 3.0391 0.00
H 3.4953 -4.6721 4.9493 0.00
H 5.2331 -3.1109 5.7188 0.00
H 5.4970 -0.9321 4.5716 0.00
H 4.1897 -0.4199 2.5854 0.00
C -5.9073 3.7711 -1.4873 0.00
N -4.5657 3.4469 -1.0200 0.00
C -3.7084 4.4865 -0.8723 0.00
C -2.4405 4.5267 -0.3979 0.00
C -1.5257 3.4512 -0.1509 0.00
O -0.4786 3.5155 0.4397 0.00
N -3.1724 1.6875 -0.1995 0.00
C -4.4290 2.1769 -0.4278 0.00
O -5.4113 1.5453 -0.1077 0.00
H -6.3359 4.5853 -0.9035 0.00
H -6.5332 2.8911 -1.3552 0.00
H -5.8855 4.0563 -2.5401 0.00
H -4.1588 5.4336 -1.1487 0.00
H -2.0146 5.5069 -0.2349 0.00
N 0.0409 -1.2039 7.4820 0.00
C 0.1254 -0.6311 8.7211 0.00
C -0.0429 -1.1259 10.0073 0.00
C 0.0903 -0.2234 11.0415 0.00
C 0.3850 1.1267 10.8125 0.00
C 0.5576 1.6261 9.5430 0.00
C 0.4234 0.7364 8.4774 0.00
N 0.5123 0.9508 7.1382 0.00
C 0.2770 -0.2051 6.5650 0.00
C 0.1942 -0.3644 5.1350 0.00
C -0.2996 -1.5186 4.5174 0.00
C -0.4375 -1.5334 3.1463 0.01
N -0.1044 -0.5027 2.3764 0.10
C 0.3880 0.5955 2.9441 0.01
C 0.5536 0.7058 4.3067 0.00
H -0.1398 -2.1751 7.2926 0.00
H -0.2740 -2.1637 10.1950 0.00
H -0.0419 -0.5609 12.0582 0.00
H 0.4709 1.7869 11.6616 0.00
H 0.7867 2.6631 9.3641 0.00
H -0.6107 -2.3839 5.0827 0.00
H -0.8475 -2.4007 2.6464 0.00
H 0.6325 1.4101 2.2778 0.00
H 0.9344 1.6073 4.7550 0.00
```

Largest force on an atom in eV/Å: 2.49
Energy relative to the best compared isomer or geometry (same formula, charge and spin) in kJ/mol: 0.0
HOMO energy (alpha / beta) in eV: -8.4 / -8.4
Net charge: +1
Energy in Eh: -3097.10725
Multiplicity: 2
LUMO level (alpha / beta) in hartree: -0.189 / -0.186